The following is a quantum chemistry calculation of a gas-phase ion, C5H12N2 (charge +2) at a distorted geometry, from OMol25.

Properties
orbital gap	10.3	eV
HOMO	-18.4	eV
energy above the lowest of the compared OMol25 structures with the same formula, charge and spin	22.1	kJ/mol
SMILES string	C=[NH+]/C=C/CC[NH3+]
LUMO	-8.18	eV
net charge	+2

CARTESIAN COORDINATES (ANGSTROEM)
C (2.10639, 0.66342, 3.18342)
N (1.24533, 0.90437, 2.28177)
C (0.83309, 0.05895, 1.16738)
C (-0.40769, 0.17044, 0.72145)
C (-0.96049, -0.69619, -0.37644)
C (-1.40690, -0.06698, -1.70768)
N (-0.58897, -0.48907, -2.88492)
H (2.41302, 1.39586, 3.91896)
H (2.63783, -0.28013, 3.17304)
H (0.75552, 1.79408, 2.26432)
H (1.65999, -0.49795, 0.76327)
H (-1.08170, 0.84521, 1.16935)
H (-1.82823, -1.18980, 0.06694)
H (-0.32180, -1.56581, -0.56689)
H (-2.44280, -0.33069, -1.86294)
H (-1.43299, 1.02018, -1.69891)
H (-0.25459, -1.42913, -2.80202)
H (-1.10073, -0.41532, -3.77117)
H (0.17572, 0.10858, -3.03891)

The following is a quantum chemistry calculation of 2 unconnected molecules or ions with the total composition C3H5ClS at a distorted geometry, from OMol25.

Properties
orbital gap (spin up / spin down)	8.1 / 8.1	eV
HOMO (spin up / spin down)	-9.3 / -9.3	eV
energy above the lowest of the compared OMol25 structures with the same formula, charge and spin	195.3	kJ/mol
LUMO (spin up / spin down)	-1.21 / -1.21	eV
net charge	0

CARTESIAN COORDINATES (ANGSTROEM)
C (-0.49174, -1.50247, 0.31129)
C (-0.41326, -0.31938, -0.47108)
C (0.38474, 0.92861, -0.39720)
S (-0.19767, -1.78887, -1.48534)
Cl (-2.67501, 0.56049, -1.19335)
H (0.41841, -1.60801, 0.75454)
H (-1.32483, -1.96819, 0.77782)
H (1.29239, 0.63220, -0.79693)
H (0.48812, 1.48584, 0.53314)
H (0.09459, 1.68103, -1.16413)

The following is a quantum chemistry calculation of a molecular structure, C34H49AuN5O4P2Si2Te, from OMol25.

Properties
2S+1	3
orbital gap (spin up / spin down)	8.7 / 5.1	eV
HOMO (spin up / spin down)	-16.2 / -16.2	eV
energy above the lowest of the compared OMol25 structures with the same formula, charge and spin	41.3	kJ/mol
LUMO (spin up / spin down)	-7.49 / -11.10	eV
net charge	+3

CARTESIAN COORDINATES (ANGSTROEM)
Au (0.01218, 0.22716, -0.65074)
O (0.25449, 0.00511, 2.52697)
P (-0.92564, -0.75248, 3.16618)
C (-0.86955, -2.48134, 2.60142)
P (-0.81975, -2.82459, 0.80428)
O (-1.07336, -1.57520, -0.05219)
C (-2.12169, -3.99842, 0.46735)
C (-2.89504, -3.86419, -0.68461)
C (-3.86345, -4.81009, -0.98051)
C (-4.05955, -5.88965, -0.12967)
C (-3.28714, -6.03022, 1.01628)
C (-2.32204, -5.08641, 1.32011)
C (0.78182, -3.53693, 0.44472)
C (1.32082, -4.50617, 1.29494)
C (2.45428, -5.20665, 0.91916)
C (3.06221, -4.94093, -0.30087)
C (2.53538, -3.97642, -1.14998)
C (1.39157, -3.28403, -0.78344)
C (-2.47001, -0.01917, 2.67559)
C (-3.50023, -0.74416, 2.07994)
C (-4.68776, -0.10867, 1.74901)
C (-4.83863, 1.24883, 1.99779)
C (-3.80957, 1.97764, 2.58410)
C (-2.62747, 1.34635, 2.92975)
C (-0.76862, -0.76620, 4.93244)
C (-1.90831, -0.93632, 5.72135)
C (-1.78187, -1.00995, 7.09795)
C (-0.52647, -0.91067, 7.68385)
C (0.60688, -0.72924, 6.90137)
C (0.49069, -0.66344, 5.52406)
H (-1.71777, -3.00776, 3.04686)
H (0.03469, -2.88407, 3.06671)
H (-2.74440, -3.02082, -1.34467)
H (-4.46845, -4.70555, -1.87043)
H (-4.82114, -6.62308, -0.35752)
H (-3.44286, -6.87346, 1.67478)
H (-1.72645, -5.21678, 2.21628)
H (0.84725, -4.75011, 2.23859)
H (2.85922, -5.96602, 1.57429)
H (3.94185, -5.49825, -0.59478)
H (2.99596, -3.78980, -2.11087)
H (0.94758, -2.58181, -1.48098)
H (-3.40243, -1.80632, 1.88299)
H (-5.49866, -0.67605, 1.31299)
H (-5.76908, 1.74075, 1.74734)
H (-3.93829, 3.03070, 2.79322)
H (-1.83632, 1.91354, 3.40578)
H (-2.89132, -0.99458, 5.26860)
H (-2.66009, -1.13738, 7.71502)
H (-0.43099, -0.97259, 8.75968)
H (1.57758, -0.63777, 7.36848)
H (1.37202, -0.51739, 4.91083)
N (-1.34839, 0.01728, -2.58023)
N (-1.78470, 1.26104, -3.05131)
C (-1.67952, 2.37289, -2.28201)
N (-2.21511, 3.48289, -2.74835)
N (-1.02685, 2.19099, -1.12466)
N (-0.94317, 3.22463, -0.20337)
O (-0.32570, 2.93730, 0.80072)
O (-1.53464, 4.26782, -0.38539)
H (-0.76427, -0.42188, -3.28598)
H (-2.14345, -0.58513, -2.37493)
H (-2.25081, 1.29524, -3.94478)
H (-2.70312, 3.49855, -3.63028)
H (-2.18447, 4.31574, -2.17916)
C (4.75950, -2.86838, 1.76869)
Si (5.14660, -1.06974, 1.46703)
C (6.78254, -0.77407, 0.63318)
C (4.94463, -0.08476, 3.04801)
C (3.82432, -0.44884, 0.19105)
Te (1.94436, 0.16140, 1.05875)
C (2.33317, 2.07181, 1.76936)
Si (3.09078, 3.41044, 0.58306)
C (2.26383, 3.31575, -1.10410)
C (2.71158, 4.99506, 1.48855)
C (4.93131, 3.09760, 0.43245)
H (5.40415, -3.26957, 2.55290)
H (4.91807, -3.46899, 0.87282)
H (3.72600, -3.01505, 2.09335)
H (7.59413, -1.18066, 1.23914)
H (6.97511, 0.29252, 0.50632)
H (6.84281, -1.24995, -0.34595)
H (5.65674, -0.46690, 3.78396)
H (3.95849, -0.18593, 3.51051)
H (5.16656, 0.97424, 2.92080)
H (3.55363, -1.20995, -0.54116)
H (4.09876, 0.48152, -0.31404)
H (3.01096, 1.92947, 2.61332)
H (1.36818, 2.39997, 2.14208)
H (1.43572, 4.02343, -1.17184)
H (1.87406, 2.32129, -1.34612)
H (2.98005, 3.57211, -1.88591)
H (1.64182, 5.12313, 1.65964)
H (3.05599, 5.84939, 0.90128)
H (3.22249, 5.04293, 2.45151)
H (5.20320, 2.41500, -0.37414)
H (5.38304, 2.74296, 1.35780)
H (5.41236, 4.05113, 0.19974)

The following is a quantum chemistry calculation of a molecular structure, C4H10N4OS at a distorted geometry, from OMol25.

Properties
orbital gap	9.0	eV
HOMO	-16.1	eV
energy above the lowest of the compared OMol25 structures with the same formula, charge and spin	294.0	kJ/mol
LUMO	-7.10	eV
net charge	+2

CARTESIAN COORDINATES (ANGSTROEM)
C (-2.81705, -1.43347, -0.07255)
C (-0.63399, -0.40986, 0.25745)
C (1.37753, 0.84064, 0.40298)
C (2.55774, 0.87818, -0.55667)
N (-3.52507, -0.44966, -0.47329)
N (-1.49510, -1.43873, 0.17974)
N (-1.74760, 1.01869, 0.68322)
N (0.60995, -0.32111, 0.14206)
O (3.46845, -0.30283, -0.36476)
S (-2.81406, 1.19168, -0.47729)
H (-3.30736, -2.42834, -0.00498)
H (1.66468, 0.88176, 1.57256)
H (0.77998, 1.75421, 0.32803)
H (3.15039, 1.75834, -0.77674)
H (2.02218, 0.71148, -1.65506)
H (-4.48280, -0.78832, -0.60763)
H (-1.19640, -2.42874, 0.41026)
H (-1.84679, 1.39409, 1.70753)
H (4.15763, -0.24426, -1.13046)
H (4.07770, -0.18376, 0.43561)